Entry 1:
Density functional theory data (ωB97M-V/def2-TZVPD) for a structure of composition C17H45N9O12Zn2.

Values from the calculation:
Frontier orbital gap in eV: 3.71
HOMO in eV: -8.17

The geometry in XYZ format:
```
85
C17H45N9O12Zn2 | OMol25 | ωB97M-V/def2-TZVPD
Zn 1.32298 4.36865 2.68686
Zn 4.41320 0.91431 -1.93864
C 0.55959 1.13380 -0.18274
O -0.17475 1.99686 0.29999
O 0.78728 0.78589 -1.35548
O 1.63427 1.49706 0.25973
C 6.86944 4.30585 -1.66812
O 5.93754 4.04056 -2.48259
O 6.88776 5.24550 -0.85989
O 6.94860 3.35017 -0.91068
C 5.38930 -3.88502 1.75751
O 5.38155 -3.07157 0.79392
N 5.70546 -5.10821 1.69717
N 5.14826 -3.49792 2.98474
H 5.96298 -5.40731 0.76748
H 5.76653 -5.72179 2.49710
H 5.23386 -4.12940 3.76833
H 5.19947 -2.49582 3.09995
C -0.57590 -2.06255 7.66173
O -1.30802 -2.96991 7.47695
N -0.20179 -1.21591 6.66517
N -0.03555 -1.78667 8.72960
H -0.66206 -1.29428 5.76957
H 0.50387 -0.50294 6.78272
H -0.20377 -2.40950 9.50669
H 0.76722 -1.17378 8.73364
C -4.90894 2.80772 -4.54781
O -5.75591 3.06674 -5.41473
N -3.63542 2.68339 -4.82560
N -5.16528 2.69812 -3.29962
H -3.18892 2.66873 -5.73143
H -3.13095 2.50738 -3.96850
H -4.42602 2.56134 -2.62516
H -5.96877 3.22559 -2.98935
C 8.30078 -0.80858 -6.14336
C 7.46275 -2.00988 -6.10271
C 8.12919 -3.09332 -5.15288
O 9.46647 -3.41447 -5.53340
C 9.63920 -4.24628 -6.70235
N 6.24313 -1.56450 -5.53621
H 8.66291 -0.50439 -5.16130
H 7.87953 0.10891 -6.55429
H 9.15080 -1.05526 -6.77952
H 7.34039 -2.42908 -7.10141
H 7.34129 -3.83225 -5.00702
H 8.16545 -2.65399 -4.15599
H 9.06399 -3.73208 -7.47231
H 9.23719 -5.25154 -6.57616
H 10.70583 -4.23870 -6.92671
H 5.85875 -1.13115 -6.36360
H 5.69238 -2.41057 -5.56668
C -4.41786 7.49522 5.22563
C -3.86850 6.75545 4.04035
C -4.45772 7.05826 2.68999
O -4.11893 8.39954 2.38334
C -4.49372 8.77882 1.10371
N -2.44418 6.99668 4.06964
H -5.48713 7.70242 5.26866
H -3.97785 8.49234 5.24130
H -4.24358 7.03047 6.19606
H -3.97348 5.68737 4.23082
H -5.50195 6.82088 2.89326
H -4.04783 6.33545 1.98456
H -5.56949 8.81072 0.93108
H -4.19257 8.06558 0.33645
H -4.08546 9.73214 0.76815
H -2.01917 6.99219 4.98586
H -2.60273 7.98087 3.90739
C -6.42753 -6.04682 -0.98377
C -5.94137 -4.81523 -0.19472
C -5.96401 -5.04443 1.29713
O -7.14408 -4.64234 1.89763
C -8.27882 -5.55032 1.90876
N -4.62311 -4.40289 -0.63717
H -7.50018 -6.01594 -1.17497
H -6.00836 -7.03104 -0.77470
H -6.08721 -5.94421 -2.01419
H -6.64329 -4.00192 -0.37893
H -5.19367 -4.44313 1.77995
H -5.78474 -6.08009 1.58588
H -8.09512 -6.62468 1.91953
H -9.00921 -5.28661 1.14385
H -8.94432 -5.37285 2.75358
H -3.97069 -5.15246 -0.45665
H -4.29939 -3.53724 -0.22981
```

Results of the Mulliken charge analysis, in e, for atoms 1 through 2:
1 Zn 0.02
2 Zn 0.14

Entry 2:
Density functional theory data (ωB97M-V/def2-TZVPD) for a structure of composition C5H11N2.

Values from the calculation:
Frontier orbital gap in eV: 11.37
Total charge: +1
HOMO in eV: -14.87

The geometry in XYZ format:
```
18
C5H11N2 | OMol25 | ωB97M-V/def2-TZVPD
C -0.21674 0.62260 -1.84974
C -0.34205 0.39871 0.09811
C 1.07862 0.73753 2.13820
C -1.20098 -1.67253 -1.34008
C 0.70574 -0.21594 1.00777
N -0.68173 -0.36406 -1.11392
N 0.13432 1.41471 -0.84381
H -0.14754 0.74788 -2.91564
H -1.22511 0.72144 0.65655
H 1.50821 1.65747 1.75185
H 1.81554 0.26625 2.78097
H 0.20974 0.98310 2.74277
H -0.49577 -2.43055 -0.99162
H -2.14161 -1.79886 -0.80188
H -1.37555 -1.81164 -2.40540
H 0.29216 -1.13576 1.42465
H 1.59029 -0.46959 0.42117
H 0.49245 2.34922 -0.75996
```

Results of the Mulliken charge analysis, in e, for atoms 1 through 2:
1 C 0.09
2 C -0.10

Entry 3:
Density functional theory data (ωB97M-V/def2-TZVPD) for the ion C5H12N4O2 with charge +2.

Values from the calculation:
Frontier orbital gap in eV: 10.24
Total charge: +2
HOMO in eV: -18.81
SMILES: COC1(OC)NC=[NH+]C(=[NH2+])N1

The geometry in XYZ format:
```
23
C5H12N4O2 | OMol25 | ωB97M-V/def2-TZVPD
C 1.08477 -1.21486 1.40039
C -1.20886 -0.68503 1.45787
C 0.13963 0.51551 -0.39998
C 0.00395 -0.75150 -2.56944
C 1.29966 2.61304 -0.66229
N -1.03748 0.07012 0.36362
N 1.25134 -0.53528 0.30710
N -0.09164 -1.21613 2.04304
N -2.44915 -0.99589 1.85146
O 0.20858 0.38412 -1.77781
O 0.42759 1.70953 0.01179
H 1.94164 -1.64716 1.91854
H 0.50815 -0.65647 -3.47448
H -1.02276 -0.89357 -2.79296
H 0.49989 -1.58536 -2.05871
H 1.07314 2.64148 -1.79138
H 2.18935 2.19053 -0.53622
H 1.31001 3.59704 -0.19359
H -1.88952 0.65492 0.21318
H 2.20448 -0.41406 -0.13149
H -0.31482 -1.81895 2.81668
H -3.17106 -0.55415 1.26089
H -2.95690 -1.40790 2.74380
```

Results of the Mulliken charge analysis, in e, for atoms 1 through 2:
1 C -0.04
2 C 0.50

Entry 4:
Density functional theory data (ωB97M-V/def2-TZVPD) for a structure of composition C15H16N2O4S2.

Values from the calculation:
Frontier orbital gap in eV: 6.11
HOMO in eV: -6.86

The geometry in XYZ format:
```
39
C15H16N2O4S2 | OMol25 | ωB97M-V/def2-TZVPD
C 0.66998 7.21902 2.28326
H -0.35950 6.88516 2.29180
O 1.59549 6.04874 2.73291
C 1.48775 4.97209 2.12142
C 0.67988 4.71715 0.89098
C 0.60576 3.46225 0.61290
C 1.34071 2.52878 1.20814
C 2.46171 2.76078 2.17016
C 2.44918 4.06385 2.70296
H 2.95561 4.29987 3.49610
H 3.11896 1.97047 2.82792
C 1.72769 1.08012 0.72317
C 0.84638 0.47937 -0.49796
C 1.11328 -1.06195 -0.51306
O 1.99536 -1.71404 -0.13548
N 0.19001 -1.34003 -1.54367
C -0.72535 -0.46611 -2.23778
S -1.70450 -0.73230 -3.34159
S -0.30336 0.89786 -1.35771
C 0.16288 -2.80924 -1.85301
H 0.03598 -2.86971 -3.07105
H 1.16821 -3.19183 -1.56232
C -0.83085 -3.54318 -0.98811
O -1.67224 -2.83318 -0.20584
N -0.57519 -4.92118 -1.24495
H -0.32194 -5.36424 -1.95660
C -2.00329 -5.54715 -0.71953
H -2.18131 -5.13574 0.31913
C -3.11372 -5.83824 -1.50718
O -3.54497 -4.78948 -2.25513
H -3.53227 -4.13693 -1.58388
H -3.76893 -6.36530 -1.12551
H -2.68856 -6.66055 -2.32896
H -1.52547 -6.47586 -0.29326
H 2.24421 0.44747 1.15685
H 0.09250 2.99916 -0.05430
H 0.13529 5.35504 0.55887
H 0.78614 8.13421 3.03522
H 0.98852 7.47483 1.24509
```

Results of the Mulliken charge analysis, in e, for atoms 1 through 2:
1 C -0.76
2 H 0.36

Entry 5:
Density functional theory data (ωB97M-V/def2-TZVPD) for a cluster of 2 separate species, C9H16SSi2 in total.

Values from the calculation:
Frontier orbital gap (alpha / beta) in eV: 7.09 / 6.37
HOMO (alpha / beta) in eV: -6.65 / -7.02

The geometry in XYZ format:
```
28
C9H16SSi2 | OMol25 | ωB97M-V/def2-TZVPD
C 1.92143 -1.56774 2.25736
C 1.75748 -0.37759 2.99798
C 0.87555 -2.06480 1.48292
C 0.58058 0.28966 2.95717
C -0.30650 -1.33270 1.41507
C -0.47880 -0.10638 2.04048
C 1.58256 -0.58513 -4.18900
C 0.07477 -0.18918 -4.33204
C -0.61009 0.38479 -3.09899
Si -2.04324 3.04669 3.23677
Si -1.94879 0.96510 2.14094
S -1.20244 -0.84947 -2.04695
H 2.91426 -1.95393 2.55373
H 2.66847 -0.14515 3.60554
H 0.77646 -3.02747 0.91363
H 0.53247 1.09270 3.63655
H -1.18923 -1.82364 0.78707
H 1.89749 -1.05890 -5.05019
H 2.18580 0.33334 -4.26664
H 1.63761 -1.21664 -3.35992
H -0.20727 -1.16237 -4.67325
H 0.07020 0.49877 -5.11492
H -0.50977 1.42735 -2.93665
H -1.87600 3.79226 2.05122
H -1.37779 3.94162 4.24760
H -3.35427 3.15887 3.58367
H -3.39119 0.49494 1.93049
H -0.97975 -1.96500 -2.76965
```

Results of the Mulliken charge analysis, in e, for atoms 1 through 2:
1 C -0.19
2 C -0.59